Entry 1:
Formula: C34H54N3O2P2V
Source: the Open Molecules 2025 dataset
Level of theory: ωB97M-V with the def2-TZVPD basis set

CARTESIAN COORDINATES (ANGSTROEM)
V  0.27473  -0.15905  0.36426
P  1.09737  2.09743  -0.31979
P  -0.04688  -2.62037  0.59522
O  -1.37919  0.02666  2.53661
O  2.27755  0.08750  2.53279
N  1.54564  -0.71542  -1.06258
N  -1.51817  -0.02972  -0.79205
N  -1.61769  1.05315  4.57960
C  2.01798  1.60260  -1.79572
C  2.03301  0.19937  -2.01954
C  -0.18257  1.22574  4.76418
C  3.89329  1.80965  -0.07161
C  -0.99233  -3.03055  -2.08442
C  3.34479  -1.44262  -3.12931
C  -0.06082  -3.52707  2.29612
C  -1.46409  -3.36382  2.90379
C  3.01210  -2.31519  -2.08226
C  -2.52830  1.47785  5.63030
C  2.72222  -0.21265  -3.19453
C  2.83471  3.40825  1.50544
C  1.46640  -0.04513  1.66119
C  2.04682  -1.97615  -1.14529
C  -2.10101  0.50223  3.45240
C  -2.00847  0.63501  -3.22873
C  0.08958  4.76249  0.47523
C  1.59491  -3.00721  -0.14586
C  -2.66166  -3.05460  -0.23143
C  -1.26552  -3.51068  -0.66293
C  -1.08315  0.95373  -4.30199
C  -2.94821  1.06822  -5.89566
C  2.98678  3.99639  -1.00761
C  2.80266  2.90346  0.07051
C  -0.62449  3.92199  -1.78590
C  0.34538  -5.00617  2.22348
C  0.93383  -2.80355  3.21384
C  -3.83380  0.85862  -4.83465
C  -1.10937  -5.03193  -0.64270
C  -0.36195  3.54819  -0.33791
C  -3.38235  0.74294  -3.53055
C  -1.83818  -0.03721  -1.96231
C  -1.57860  1.14227  -5.60630
C  -1.64761  3.04965  0.31863
H  1.58527  -3.99832  -0.62534
H  0.26405  4.30608  -2.28972
H  2.25080  3.95598  -1.82377
H  -3.20235  0.49393  3.40379
H  3.89331  3.55917  1.74961
H  0.25401  1.84340  3.96205
H  2.31524  4.36472  1.63913
H  0.61802  -1.77309  3.41239
H  1.66061  2.21018  -2.64251
H  3.95400  3.83749  -1.49774
H  3.47157  -3.29659  -1.98773
H  -3.15646  2.30802  5.29757
H  -3.32413  1.19482  -6.91719
H  -3.18245  0.65475  5.92633
H  -0.45617  -5.65653  1.86054
H  -1.39845  4.69833  -1.81867
H  -2.98798  -3.47549  0.72698
H  2.43370  2.64759  2.19391
H  0.04007  -3.17388  -2.40567
H  -1.42352  -3.66710  3.96141
H  -1.92758  1.79821  6.48876
H  -1.65347  -3.60534  -2.74667
H  4.05651  -1.75759  -3.90264
H  0.97976  5.25289  0.06886
H  -1.49495  2.69022  1.34204
H  -0.71304  5.51732  0.46620
H  0.26542  4.51292  1.52961
H  1.24488  -5.16480  1.61425
H  0.57973  -5.34544  3.24453
H  -2.21904  -3.99475  2.41702
H  3.98525  1.41717  -1.09894
H  -3.37175  -3.38801  -0.99623
H  -4.13604  0.56549  -2.75647
H  -2.36955  3.87920  0.38289
H  -0.88924  1.33720  -6.44884
H  -0.04521  1.72681  5.72753
H  -1.49745  -5.50864  0.26266
H  1.95543  -2.80026  2.81532
H  0.34296  0.25741  4.77907
H  -1.25253  -1.98670  -2.20495
H  0.95612  -3.33509  4.17587
H  2.33277  -3.11945  0.66638
H  -0.07415  -5.35742  -0.80760
H  -1.00730  3.07645  -2.36129
H  -1.69399  -5.42945  -1.48226
H  -2.70935  -1.95848  -0.17958
H  2.96406  5.01526  -0.60650
H  2.95559  0.53749  -3.97661
H  -2.11646  2.23944  -0.24055
H  -1.77899  -2.31012  2.86857
H  3.66662  0.96722  0.59838
H  0.00951  1.04216  -4.18983
H  -4.91374  0.76872  -4.99736
H  4.87482  2.24220  0.17103

Summary:
Total charge = +3
Electronic energy = -3268.30865 a.u.
Spin multiplicity = 2

Entry 2:
Formula: C34H54N4P2Si2W
Source: the Open Molecules 2025 dataset
Level of theory: ωB97M-V with the def2-TZVPD basis set

CARTESIAN COORDINATES (ANGSTROEM)
W  1.44456  0.57153  1.28079
P  0.76704  0.37264  -0.97083
P  -0.95382  0.62133  1.48793
Si  4.18256  0.76868  1.64404
Si  3.08602  3.72695  1.21284
N  -1.80936  -0.52368  2.55064
N  1.48066  1.21124  -2.39882
N  0.82157  -1.31300  -1.65610
N  -1.78502  2.22888  2.02434
C  3.44406  -0.97381  1.51129
C  -1.65995  2.84687  3.26751
C  1.44506  4.59069  0.93474
C  -2.88673  -3.74403  -3.93007
C  -3.18791  -0.64518  2.72818
C  -3.98856  -5.86732  -3.09357
C  -2.51260  3.94866  3.31885
C  -4.46057  -4.45054  -0.96269
C  0.14829  -3.24361  -2.63481
C  1.38533  0.86133  -3.74687
C  -1.86119  0.31204  -0.06592
C  -2.82898  -5.00601  -3.48607
C  -4.39590  -5.81389  -1.59463
C  1.33900  1.29477  3.26037
C  4.39064  4.33287  0.00393
C  3.59107  4.14650  2.95760
C  2.87541  1.88909  0.78573
C  -0.03213  -1.86650  -2.60228
C  1.56011  -2.35685  -1.11005
C  1.94814  1.88381  -4.50762
C  2.36941  2.90551  -3.60216
C  2.01313  2.49187  -2.32650
C  -2.16459  -2.27589  3.93272
C  -4.83330  -3.32573  -1.57777
C  4.81456  1.01560  3.40504
C  1.14585  -3.55564  -1.66929
C  5.70172  0.97900  0.56392
C  -1.18735  -1.52804  3.28466
C  -5.25159  -3.19589  -3.01758
C  -2.70571  2.97030  1.29038
C  -3.43631  -1.71581  3.58489
C  -3.18996  4.01626  2.06754
C  -1.00287  0.78934  -1.25013
C  -4.10620  -2.88202  -4.01675
H  -4.87486  -5.68086  -3.71211
H  6.14983  1.97467  0.67406
H  3.86483  -1.42600  0.60636
H  2.33768  -2.16123  -0.39134
H  -1.98856  -3.27455  -4.33896
H  0.67232  4.27033  1.64781
H  -3.79588  -1.83486  -3.86911
H  -0.11217  -1.62276  3.25789
H  3.32531  5.20370  3.10569
H  1.60012  5.67042  1.07951
H  4.20464  3.99429  -1.02328
H  -4.40299  -2.05641  3.92401
H  0.94682  -0.07858  -4.04721
H  -1.86887  -5.52646  -3.42247
H  -3.68187  -6.90754  -3.29359
H  -5.81645  -4.06739  -3.37003
H  -1.99080  -3.13108  4.56619
H  -3.68052  -6.42223  -1.01930
H  -3.94098  4.73667  1.76607
H  3.06595  3.56665  3.72414
H  2.03406  1.90075  -5.58309
H  4.06034  1.08160  4.19707
H  4.36704  5.43071  0.00831
H  5.45365  1.90439  3.47822
H  -2.63313  4.62250  4.15528
H  -0.97756  2.46290  4.01176
H  -4.52761  -2.91111  -5.03773
H  -2.83788  0.81687  -0.02850
H  -3.87223  0.03058  2.24075
H  3.13886  1.83334  -0.28387
H  5.42986  0.12763  3.62193
H  -2.95386  2.70758  0.27264
H  -0.66951  -1.23719  -3.20352
H  -0.38100  -3.93396  -3.27497
H  -4.23627  -4.45119  0.10824
H  -5.36357  -6.33910  -1.49922
H  -4.90325  -2.38319  -1.02250
H  2.08459  3.01282  -1.37953
H  3.81950  -1.49339  2.40337
H  -2.06747  -0.77172  -0.10595
H  2.31068  1.26282  3.76836
H  2.86158  3.83887  -3.83103
H  -5.94376  -2.33911  -3.06336
H  0.60030  0.69988  3.82181
H  -1.02685  1.89007  -1.35297
H  1.05139  4.44480  -0.07809
H  2.30632  -1.20962  1.53191
H  5.46288  0.81872  -0.49381
H  6.43556  0.22745  0.88371
H  1.51347  -4.54083  -1.41494
H  4.66940  4.04694  3.12502
H  5.40318  4.01577  0.28385
H  -1.32838  0.37166  -2.21581
H  0.99253  2.34263  3.21487

Summary:
Total charge = +2
Relative energy (zero: lowest compared OMol25 entry of this formula, charge and spin) = 0.000 eV
Spin multiplicity = 3